Entry 1:
Here is a single C2H4O2S molecule at a distorted geometry from the Open Molecules 2025 dataset. Energies are from ωB97M-V with the def2-TZVPD basis set.

HOMO (alpha / beta) = -8.7 / -7.6 eV
ΔE to the lowest compared entry with this formula, charge and spin = 124.7 kcal/mol
largest force on an atom = 0.0902 hartree/bohr

```
! RIJCOSX wB97M-V def2-TZVPD def2/J DEFGRID3
* xyz 0 1
O 0.15631 -0.65341 -0.23088
C -0.67537 0.18048 0.35977
H 1.95873 -1.24693 0.01223
S -2.82782 -0.35047 -0.08801
H 1.88070 0.42885 0.70313
H 1.82059 -0.12279 -1.20975
C 1.56320 -0.33524 -0.16705
O -3.44931 0.88365 0.34281
H -0.42705 1.21587 0.27775
*
```

These are the Mulliken partial charges, in e, on atoms 1 to 2: -0.2313, -0.2465

***

Entry 2:
Here is a molecular structure, C24H26N5O4ReSSi at a distorted geometry from the Open Molecules 2025 dataset. Energies are from ωB97M-V with the def2-TZVPD basis set.

HOMO (alpha / beta) = -10.6 / -11.1 eV
ΔE to the lowest compared entry with this formula, charge and spin = 0.0 kcal/mol
largest force on an atom = 0.0849 hartree/bohr

```
! RIJCOSX wB97M-V def2-TZVPD def2/J DEFGRID3
* xyz 1 4
O 0.25662 4.21212 -4.21439
H 0.12001 0.15759 -5.14982
C 0.25902 -0.27469 -3.08035
Si 0.31095 -3.04399 1.28917
H 4.13946 1.96436 2.99668
O 0.21167 2.73424 -5.90534
C -1.79752 -1.16621 0.57976
H -2.62565 2.52868 -0.88364
C 3.83960 1.61378 2.05836
C -2.89333 -2.03282 0.69004
H -0.66121 -2.31447 3.51636
H 2.69663 -3.57529 1.78007
C -0.21389 -4.41792 0.16730
H -0.17553 -2.03622 -4.11231
H 5.84385 1.54927 1.39842
C 0.31409 -1.73637 -3.17008
H 2.25598 -1.89471 2.05335
C 0.11433 1.84313 -3.79544
C -4.28417 -0.08445 0.23414
N -0.47439 -1.47297 0.76786
C 2.15324 -2.75295 1.35425
N -1.95198 0.12800 0.20982
O -0.07284 2.38514 -0.08319
H -4.35197 2.36944 -0.47076
C 0.10828 1.80124 -2.39003
C 2.50049 1.31167 1.71519
C 0.19070 2.99527 -4.68102
H -0.04878 -4.23476 -0.89097
H 2.56831 -2.44198 0.39952
H -3.19612 2.80585 0.82252
H -0.12025 -3.99647 3.60903
C -3.17394 0.73488 0.18375
C 1.37664 1.56024 2.55994
H -0.23967 -2.25035 -2.34670
S 1.35250 2.52078 4.05596
H -0.04317 4.31525 -3.25291
H -2.81914 -3.08803 1.05339
H 2.86630 0.14334 -1.42539
C -0.53411 -3.25582 2.94803
C 4.82887 1.31789 1.15583
H -1.27164 -4.50553 0.31292
O -0.58518 3.94185 -1.61306
H 5.22747 0.58679 -0.88885
N 2.16992 0.66101 0.50979
C -4.15989 -1.44008 0.53712
H -1.56990 -3.61775 2.86942
C -0.17510 2.80488 -1.35768
H 0.23174 -5.38511 0.52322
H -5.28938 0.31943 -0.00464
C 3.15154 0.50463 -0.40835
H -2.00145 1.81993 2.65848
H 1.35470 -2.01264 -3.11817
C -0.94025 1.91283 2.93954
C -0.42191 2.69015 3.89327
C -3.35391 2.18475 -0.11314
H -0.94586 3.32641 4.66148
N 0.28628 0.43287 -1.96799
C 4.45944 0.80303 -0.09942
Re 0.08711 0.42683 0.29748
N 0.10800 0.47900 -4.19317
C 0.08913 1.19976 2.21150
H -5.08075 -2.05470 0.60384
*
```

These are the Mulliken partial charges, in e, on atoms 1 to 2: -0.5194, 0.2653

***

Entry 3:
Here is a molecular structure, C29H47Cl3NO5Si2Tl from the Open Molecules 2025 dataset. Energies are from ωB97M-V with the def2-TZVPD basis set.

HOMO = -1.1 eV
ΔE to the lowest compared entry with this formula, charge and spin = 3.2 kcal/mol
largest force on an atom = 0.0107 hartree/bohr

```
! RIJCOSX wB97M-V def2-TZVPD def2/J DEFGRID3
* xyz -2 1
H -4.37368 -1.61699 3.43809
H -3.72552 -3.01605 1.49759
H 1.42033 -2.90387 -1.20995
C -1.81531 -0.27824 0.76540
C -4.90265 2.98793 -2.60806
H 1.15105 -2.18526 2.43746
H 4.34867 -3.50713 1.02303
O -3.22040 1.77591 -1.48386
H -6.00350 4.57672 -1.67624
N -3.24362 -2.82181 -1.27856
C -2.38503 -1.55513 0.67341
H -3.01937 -1.28126 -2.73054
Si 0.53692 -0.64480 -3.33130
Cl 2.61125 -0.72231 -4.03072
O 1.41389 0.78938 1.10056
H 3.58054 -2.88731 2.49514
H -5.47027 1.78236 -5.71546
H 2.74760 0.93437 -1.50047
H -4.86463 3.54559 0.31330
H -3.80267 -4.13934 -2.80318
H -1.29335 -1.99958 -1.11475
C 2.37128 -2.70275 0.71938
C -4.75343 2.20138 -3.74412
Cl -0.17470 1.00338 -4.60652
C 3.41406 1.75700 -1.24277
H 0.33998 -1.99700 0.88690
H -3.09089 3.44453 0.34379
H -3.90764 -0.83787 -1.26146
C -3.95494 2.73316 -1.44819
C 3.37121 0.39896 3.96529
Tl -0.32877 1.05551 -0.59018
H 3.77797 2.18983 -2.17789
H -1.81035 1.48524 2.00186
H 1.92321 -4.44765 -0.49086
H 3.09856 0.22883 6.11496
C -3.29591 -2.02670 1.62377
C 5.30229 0.12213 -1.09368
H 5.37902 -0.35135 4.21644
C 1.03158 -2.62553 1.44720
C -2.91109 -3.86213 -2.23383
H -3.39715 0.66309 3.66861
C 2.19867 -3.39769 -0.62606
H 3.05880 -4.44480 1.80972
C -6.58912 3.36149 -4.77720
H -1.63800 -3.41144 -0.10888
H -3.96415 1.46034 -3.75773
C 3.40510 -3.43565 1.56914
H 1.79619 -0.48956 5.14192
H 4.61709 -0.71008 -1.24600
H 5.68363 0.43749 -2.06848
O 4.15791 0.84027 0.88481
H 2.82453 2.49621 -0.69971
C -3.66810 -1.24202 2.70333
H 5.97944 2.79255 -1.07773
H -2.55725 -4.74830 -1.70145
H -2.13267 -3.55184 -2.94689
C 5.55654 2.42217 -0.14079
H 3.04576 2.30939 2.99098
C -5.59509 2.39060 -4.82908
H 5.03921 3.24249 0.36027
C -2.06270 -2.47420 -0.48381
C 4.58558 1.27520 -0.39727
C 2.87441 -0.33680 5.20630
H 0.59790 -3.62475 1.55460
C 4.88134 0.60626 4.04711
Cl -0.25537 -2.29080 -4.59808
H 3.35565 -1.31484 5.27085
H 2.78542 2.32878 4.74939
O 3.08714 -0.44301 2.86738
H 5.24867 1.02252 3.10887
H -4.67901 -1.87571 -2.47773
H -7.51197 4.90653 -3.60380
Si 2.75910 0.01248 1.28596
H 6.13682 -0.21969 -0.47550
C -3.73570 -1.64323 -1.97544
H 1.59181 1.58084 3.64823
H -3.91120 4.72360 -0.59714
O 2.85100 -1.40359 0.42864
C 2.65287 1.74117 3.83543
C -2.22404 0.48270 1.87000
C -3.12293 0.03243 2.82759
H -7.24604 3.50790 -5.62647
C -3.95328 3.68186 -0.27447
H 5.13317 1.28440 4.86827
H 6.36970 2.08175 0.50436
C -5.88877 3.96285 -2.56070
C -6.73940 4.14859 -3.64484
H 3.12680 -3.34009 -1.19751
*
```

These are the Mulliken partial charges, in e, on atoms 1 to 2: 0.3313, 0.3279

***

Entry 4:
Here is a single C4H6P2 molecule at a distorted geometry from the Open Molecules 2025 dataset. Energies are from ωB97M-V with the def2-TZVPD basis set.

HOMO (alpha / beta) = -7.9 / -7.7 eV
ΔE to the lowest compared entry with this formula, charge and spin = 138.2 kcal/mol
largest force on an atom = 0.0326 hartree/bohr
SMILES string = C#[PH]C=P#CC

```
! RIJCOSX wB97M-V def2-TZVPD def2/J DEFGRID3
* xyz 0 1
H -3.52798 0.15639 0.37951
H 2.47801 -1.17504 0.50706
C -1.26991 -1.51206 -0.34010
H -1.78202 -2.46817 -0.30959
C 2.49423 -0.21915 -0.02007
P 0.18474 1.55847 -0.24534
H 3.32072 0.36331 0.39559
C 1.23441 0.43204 0.25750
C -1.46308 1.33023 0.29177
H 2.67279 -0.41417 -1.07847
H -2.12083 2.18053 0.13798
P -2.22108 -0.23237 0.02416
*
```

These are the Mulliken partial charges, in e, on atoms 1 to 2: 0.0503, 0.2646

***

Entry 5:
Here is a molecular structure, C30H45ClO2P2Y at a distorted geometry from the Open Molecules 2025 dataset. Energies are from ωB97M-V with the def2-TZVPD basis set.

HOMO = -9.0 eV
largest force on an atom = 0.0729 hartree/bohr

```
! RIJCOSX wB97M-V def2-TZVPD def2/J DEFGRID3
* xyz 1 1
H -2.58668 2.17830 1.99136
H 1.74478 0.31637 0.91056
H 1.11458 6.28071 -5.25326
C 2.94511 -4.57222 -1.39789
H -0.44125 6.14630 -4.35318
C -0.36544 -0.00106 0.99649
H 0.87366 1.45966 1.98972
C 0.88180 4.60207 -1.96689
H 2.63174 2.91961 -2.54307
H 0.34356 -6.74096 -1.81925
C 3.37805 2.25416 -0.63081
H -3.61708 -2.43352 -0.82361
C 0.30324 -2.16095 -2.54247
H -3.25294 -2.91779 0.84658
H -2.18611 -3.43408 -0.47747
H -0.20808 -3.43176 0.51995
H -1.97886 1.58739 -5.11492
H 0.14149 5.43522 -1.96566
H 2.87743 -2.45159 -1.81759
Cl 2.96734 -7.21378 -0.84387
C 0.16727 3.31438 -1.60421
H -2.11812 2.85380 0.42127
O -0.92774 -2.10373 -2.95015
O 0.90533 -1.05061 -2.24018
C 3.10115 3.11612 0.38394
P 1.11967 4.36173 -3.79324
H -4.12206 1.38303 -0.00352
H -1.65468 0.11376 -4.19316
H -0.78339 -4.60844 -2.52113
H -0.52781 3.44716 -0.76277
H 3.69853 3.11340 1.29634
H 0.30710 2.50583 -5.07498
H 3.55834 4.22338 -3.75245
H -3.37952 3.31543 -2.56088
C 0.88242 -5.80083 -1.81669
H 4.27230 1.61299 -0.59000
H 2.92895 4.99315 -5.23103
H 1.74825 6.04117 -0.63031
C 1.98377 5.01576 -0.95558
H -4.41580 -0.13279 -0.88205
H -4.51958 -0.09727 0.88297
C 0.26504 -4.61183 -2.21450
H -3.12889 1.09941 -3.81203
H 1.00035 6.75753 -3.51893
C 2.49906 2.09302 -1.82674
C 2.04377 4.17109 0.34460
C -1.78261 2.17949 1.22868
C -1.51094 0.80722 0.71941
C -1.98732 -1.37416 0.08973
C -2.79786 -2.59995 -0.10955
H -0.84505 3.87301 -5.05401
H 0.19375 -2.68649 2.06922
C -2.42765 3.79382 -2.82927
H 1.20421 -2.36987 0.64486
C 2.22409 -5.77293 -1.39878
C 0.16829 -2.51187 0.98012
C -2.07107 1.16412 -4.10477
Y -1.10296 0.00627 -2.08582
H -2.55832 4.34592 -3.76939
C 0.99080 -3.42529 -2.24225
C -0.66641 -1.34177 0.63280
H -2.13656 4.50421 -2.04199
C -0.15490 3.27283 -4.42681
H 3.97965 -4.57437 -1.06602
C 2.32781 -3.38751 -1.81949
H 0.79922 1.46260 -0.60396
H 0.69217 1.28435 -2.41794
H 2.87008 3.20921 -5.04631
C 0.91283 0.42005 1.62994
H 2.26376 4.82448 1.20209
C 0.96734 1.99302 -1.55628
H -0.89677 2.62210 1.70798
H 1.18396 -0.20482 2.49851
H 1.04051 3.76966 0.55542
C -2.51287 -0.03979 0.13738
H 2.81641 1.15856 -2.32750
C -3.95681 0.29835 0.01954
P -1.16977 2.51448 -3.07852
C 0.64898 6.05118 -4.28664
C 2.76934 4.17011 -4.51633
H 2.96920 5.07468 -1.43544
*
```

These are the Mulliken partial charges, in e, on atoms 1 to 2: 0.3600, 0.2417

***

Entry 6:
Here is a molecular structure, C6H12FO2TiV at a distorted geometry from the Open Molecules 2025 dataset. Energies are from ωB97M-V with the def2-TZVPD basis set.

HOMO (alpha / beta) = -20.2 / -20.3 eV
largest force on an atom = 0.0496 hartree/bohr

```
! RIJCOSX wB97M-V def2-TZVPD def2/J DEFGRID3
* xyz 3 6
C 0.57784 -2.45598 1.18949
H -1.92596 -3.43255 0.70156
C 1.23612 1.85698 -1.13071
Ti -1.31799 0.14256 -2.14529
H -0.57359 2.88456 -0.72348
C -0.50456 -1.89366 0.32155
H 0.08196 2.00318 0.65907
H 2.85704 1.95937 0.20455
F -2.71574 0.96346 -0.60942
C 0.35073 2.63806 -0.19223
O 0.75502 1.41665 -2.19025
O -0.27323 -1.16694 -0.64803
C 2.62488 1.48253 -0.74932
H 0.52062 -3.53917 1.04352
H 0.41634 -2.24548 2.24691
V -3.91321 1.78347 0.80258
H -2.61014 -1.85509 -0.00199
C -1.90951 -2.34374 0.67542
H 1.56597 -2.09586 0.91293
H -2.13514 -2.03048 1.69950
H 0.79422 3.56498 0.17111
H 3.31509 1.95376 -1.45897
H 2.78324 0.40939 -0.77852
*
```

These are the Mulliken partial charges, in e, on atoms 1 to 2: -1.1357, 0.3833